Record 1
{
  "formula": "C23H40BIN3O3",
  "method": "wB97M-V/def2-TZVPD",
  "smiles": "C#Cc1n(O)c(B(O)N(C)C)c(CCCCCCCCCCCCCC)[n+]1CC(=O)I",
  "gap_ev": 8.179,
  "energy_ha": -1612.629601,
  "homo_ev": -11.90,
  "largest_force_ev_per_a": 1.78,
  "total_charge": 1,
  "symbols": ["C", "C", "C", "N", "O", "C", "B", "O", "N", "C", "C", "C", "C", "C", "C", "C", "C", "C", "C", "C", "C", "C", "C", "C", "C", "C", "N", "C", "C", "O", "I", "H", "H", "H", "H", "H", "H", "H", "H", "H", "H", "H", "H", "H", "H", "H", "H", "H", "H", "H", "H", "H", "H", "H", "H", "H", "H", "H", "H", "H", "H", "H", "H", "H", "H", "H", "H", "H", "H", "H", "H"],
  "xyz": [[-5.9040, 1.6958, 2.1672], [-4.7320, 1.9155, 2.0805], [-3.4170, 2.1939, 1.6324], [-2.7554, 3.3253, 1.8282], [-3.2436, 4.3834, 2.5189], [-1.4897, 3.2735, 1.2220], [-0.4144, 4.4674, 1.2309], [-0.8450, 5.6871, 0.7872], [0.9596, 4.3679, 1.6472], [1.9232, 4.2307, 0.5305], [1.1441, 3.3391, 2.6930], [-1.4568, 2.0279, 0.6436], [-0.3032, 1.5422, -0.1799], [-0.3162, 2.2221, -1.5804], [-1.4932, 1.6778, -2.4235], [-1.0481, 0.9086, -3.6912], [-0.1715, -0.3228, -3.3741], [1.3467, -0.0147, -3.3868], [2.2370, -1.2525, -3.6430], [1.7968, -2.4555, -2.7970], [1.8295, -2.1602, -1.2773], [2.1807, -3.4570, -0.5126], [1.6224, -3.5075, 0.9159], [2.0944, -4.8063, 1.6302], [2.2820, -4.6451, 3.1646], [1.1859, -5.4313, 3.9151], [-2.6522, 1.3512, 0.9073], [-3.1148, 0.0378, 0.4993], [-2.0921, -1.0794, 0.6698], [-1.2050, -1.0878, 1.4488], [-2.4243, -2.7407, -0.6740], [-6.9409, 1.4412, 2.1947], [-3.8034, 4.9196, 1.9348], [-1.7456, 5.6570, 0.4486], [2.4399, 3.2689, 0.5725], [1.4053, 4.3566, -0.4212], [2.6939, 5.0058, 0.5520], [2.1858, 3.3076, 3.0119], [0.8742, 2.3292, 2.3578], [0.5178, 3.6023, 3.5460], [-0.2965, 0.4663, -0.3515], [0.6352, 1.7777, 0.3198], [0.6439, 2.1075, -2.0747], [-0.4836, 3.2938, -1.4378], [-2.1233, 2.5137, -2.7389], [-2.1086, 0.9795, -1.8508], [-0.5668, 1.6237, -4.3624], [-1.9783, 0.5715, -4.1586], [-0.3795, -1.0807, -4.1343], [-0.4889, -0.7166, -2.4065], [1.6166, 0.3565, -2.3934], [1.5123, 0.7733, -4.1240], [2.2369, -1.4631, -4.7141], [3.2460, -1.0038, -3.3036], [2.5226, -3.2585, -2.9600], [0.8275, -2.8610, -3.0983], [0.8696, -1.7773, -0.9215], [2.6178, -1.4258, -1.0831], [1.7258, -4.2846, -1.0671], [3.2626, -3.5981, -0.4733], [1.9114, -2.6368, 1.5107], [0.5323, -3.5353, 0.8425], [1.3142, -5.5526, 1.4543], [2.9994, -5.1680, 1.1383], [2.2125, -3.5860, 3.4164], [3.2679, -5.0357, 3.4198], [1.1484, -6.4361, 3.4930], [0.2258, -4.9519, 3.7094], [1.3943, -5.4625, 4.9836], [-3.9774, -0.2455, 1.1070], [-3.4708, 0.0416, -0.5309]],
  "atomic_forces_ev_per_a": [[-0.3, -0.3, 0.0], [0.3, 0.3, -0.6], [-0.7, -0.5, 0.6], [0.8, -0.1, -1.0], [0.0, 0.0, 0.6], [-0.8, -0.4, 0.6], [0.3, 0.9, 0.0], [-0.2, -0.5, -0.2], [-0.7, -1.6, -0.2], [0.1, 0.8, 0.1], [0.1, 0.3, -0.1], [0.7, -0.2, -0.1], [0.2, 0.1, -0.9], [-0.9, 0.0, 0.6], [0.6, 0.0, -0.8], [-0.5, 0.0, 0.8], [0.3, 0.7, -0.7], [-0.4, -0.6, 0.5], [-0.8, 0.4, 0.4], [0.6, 0.2, 0.2], [0.4, -0.8, -0.4], [-0.8, 0.6, 0.3], [0.4, -0.8, -0.2], [-0.5, 0.7, 0.1], [-0.4, -0.7, -0.6], [0.6, 0.5, -0.5], [0.5, 1.3, 0.5], [-0.1, -0.5, -0.5], [0.2, -0.3, 0.0], [-0.1, 0.2, 0.0], [-0.1, 0.3, 0.2], [0.0, 0.1, 0.2], [0.0, -0.2, -0.1], [0.1, 0.2, -0.1], [-0.2, -0.1, -0.1], [0.1, -0.2, -0.1], [-0.1, 0.0, 0.2], [-0.1, 0.1, 0.1], [0.0, 0.0, 0.0], [0.1, -0.1, 0.1], [-0.1, 0.0, 0.2], [-0.1, 0.0, 0.2], [0.0, -0.1, 0.0], [0.2, 0.0, 0.0], [-0.1, -0.1, 0.1], [0.0, 0.1, 0.2], [0.1, -0.2, -0.1], [0.2, 0.1, -0.2], [0.0, -0.1, 0.1], [0.1, -0.3, 0.0], [0.1, 0.2, -0.2], [0.3, 0.0, 0.1], [0.1, -0.2, 0.1], [0.1, 0.0, -0.4], [-0.1, 0.0, -0.1], [0.0, 0.1, 0.0], [0.0, 0.1, 0.0], [-0.2, 0.2, 0.1], [0.3, -0.1, 0.1], [0.0, -0.1, -0.2], [0.0, 0.1, -0.2], [0.0, 0.3, 0.2], [0.2, -0.2, 0.0], [0.1, 0.0, 0.2], [0.3, 0.0, 0.2], [0.0, 0.2, 0.3], [0.0, -0.1, 0.3], [-0.1, -0.1, 0.3], [-0.2, -0.1, 0.0], [0.1, 0.1, 0.1], [0.1, 0.1, 0.0]],
  "mulliken_charge": [-0.005, -1.197, 1.025, 0.615, -0.441, 0.027, 0.613, -0.529, -0.024, -0.968, -0.794, -0.690, 0.252, -0.867, -0.239, -1.368, 0.258, -0.334, -1.439, -0.737, 0.602, -1.048, -0.151, -0.802, -0.447, -1.221, 0.380, -0.727, 0.311, -0.391, 0.053, 0.435, 0.381, 0.297, 0.363, 0.307, 0.326, 0.355, 0.241, 0.295, -0.640, 0.228, 0.730, 0.597, 0.421, -0.423, 0.343, 0.420, 0.750, -0.505, -0.069, 0.603, 0.321, 0.457, 0.576, 0.327, -0.605, 0.390, 0.315, 0.391, 0.345, -0.052, 0.423, 0.386, 0.314, 0.317, 0.340, 0.271, 0.370, 0.497, 0.443]
}

***

Record 2
{
  "formula": "C23H40Cl3MgN4O3Si",
  "method": "wB97M-V/def2-TZVPD",
  "gap_ev": 7.664,
  "energy_ha": -3215.491532,
  "homo_ev": -5.23,
  "largest_force_ev_per_a": 4.04,
  "total_charge": -1,
  "symbols": ["C", "C", "H", "H", "H", "C", "C", "H", "H", "H", "H", "Mg", "Cl", "Cl", "C", "O", "N", "C", "C", "H", "H", "H", "H", "H", "H", "H", "H", "H", "C", "C", "N", "H", "C", "O", "H", "H", "H", "H", "O", "C", "C", "C", "H", "C", "H", "C", "H", "C", "C", "H", "H", "H", "Si", "Cl", "C", "C", "C", "H", "H", "H", "H", "H", "H", "H", "H", "H", "N", "C", "C", "C", "N", "H", "H", "H", "H"],
  "xyz": [[0.4989, -0.2465, -4.1874], [0.0024, -1.5839, -3.7002], [1.5731, -0.2738, -4.4207], [0.3083, 0.5351, -3.4386], [-0.0568, 0.0200, -5.1098], [0.5821, -2.7408, -4.1089], [1.6510, -2.8281, -5.1502], [0.2290, -3.7149, -3.7626], [2.5893, -2.3335, -4.8555], [1.3624, -2.3815, -6.1194], [1.8949, -3.8780, -5.3467], [-2.1097, 0.8611, -1.1438], [-4.3928, 1.0035, -0.7545], [-0.5265, 2.6407, -1.6093], [-2.5175, 1.7801, 1.7018], [-1.6592, 1.3314, 0.9062], [-2.6292, 1.5146, 3.0157], [-1.5896, 0.9832, 3.8504], [-3.9703, 1.3292, 3.4760], [-3.3932, 2.2539, 1.2629], [-0.6485, 1.5512, 3.8117], [-1.3137, -0.0693, 3.6679], [-2.0184, 1.0632, 4.8581], [-4.5936, 2.0702, 2.9754], [-3.9577, 1.4641, 4.5510], [-4.3796, 0.3482, 3.2059], [4.2978, 3.1702, -1.9365], [2.7793, -0.1844, -2.3275], [4.3842, 2.5187, -1.0740], [3.6852, 0.2450, -1.8376], [3.3398, 1.5025, -1.1001], [4.2054, 3.0695, -0.1801], [2.3585, 1.6080, -0.2196], [1.5851, 0.5983, 0.0507], [4.1178, -0.5340, -1.1777], [2.0648, 2.6042, 0.1863], [5.3798, 2.0444, -1.0178], [4.4470, 0.5047, -2.5901], [-1.4433, -0.5131, -2.1096], [-1.3358, -1.6515, -2.8952], [-0.6069, -3.6796, -1.4932], [-1.5908, -2.7711, -1.9041], [0.4293, -3.4788, -1.7425], [-0.9907, -4.8420, -0.7991], [-2.0972, -1.8209, -3.7411], [-2.8633, -2.8251, -1.3316], [-0.2309, -5.5989, -0.5759], [-2.3189, -5.0021, -0.4107], [-3.2565, -3.9660, -0.6269], [-3.5325, -1.9537, -1.4190], [-2.6309, -5.9321, 0.0765], [-4.2686, -4.0600, -0.2306], [1.9580, -0.3133, 1.5680], [3.7405, 0.9302, 1.8622], [2.5408, -1.8120, 0.5922], [0.0762, -1.1033, 1.5373], [1.8538, 0.1701, 3.4362], [2.2631, -2.7633, 1.0703], [3.6451, -1.8450, 0.4452], [2.0742, -1.8341, -0.4086], [1.2963, -0.6108, 3.9245], [1.3429, 1.1330, 3.5720], [2.8175, 0.1769, 4.0031], [0.0650, -2.0416, 0.9473], [-0.6799, -0.4412, 1.0626], [-0.3488, -1.3969, 2.5191], [-1.1027, 4.2495, 1.3745], [-0.2180, 5.0273, 2.0732], [-0.7958, 5.2094, 3.3316], [-1.9415, 4.4024, 3.3538], [-2.1299, 3.8555, 2.1386], [-0.9501, 3.7963, 0.4730], [0.6633, 5.4790, 1.6312], [-0.3924, 5.7475, 4.1582], [-2.6204, 4.2323, 4.1857]],
  "atomic_forces_ev_per_a": [[-0.5, 0.0, 0.1], [0.0, -2.1, 0.1], [-0.3, 0.0, 0.0], [0.0, -0.2, -0.2], [0.3, 0.1, 0.3], [-0.5, 0.9, 0.1], [0.7, 0.0, -0.4], [-0.2, 0.5, -0.1], [-0.1, -0.1, 0.0], [0.0, -0.1, 0.4], [0.0, 0.2, 0.0], [0.4, 0.8, 0.7], [-0.2, 0.0, -0.2], [0.0, 0.4, -0.1], [-0.6, -1.4, -1.7], [-0.3, 0.8, 1.2], [0.4, -0.8, -0.3], [0.4, -0.4, 0.5], [-0.4, 0.2, -0.3], [-0.2, -0.5, 0.3], [-0.5, 0.1, -0.2], [-0.3, 0.3, -0.1], [0.6, -0.1, 0.0], [-0.2, 0.1, 0.3], [-0.4, 0.0, 0.2], [0.1, 0.0, 0.2], [0.2, 0.1, -0.2], [0.6, 0.5, 0.4], [-0.2, -0.3, -0.4], [-0.6, -0.1, 0.2], [0.1, -0.6, -0.1], [0.3, 0.7, 0.6], [-1.2, -1.1, -0.8], [1.1, 1.9, 0.0], [-0.3, 0.6, -0.1], [0.7, -0.7, -0.3], [-0.5, 0.2, 0.0], [-0.5, 0.0, 0.2], [-0.3, -0.3, -1.3], [0.7, 1.2, 0.4], [-0.9, -0.4, 0.1], [1.0, -0.6, -0.1], [-0.2, -0.3, -0.1], [0.1, 0.6, 0.0], [0.3, 0.7, 1.0], [-0.5, -0.5, 0.1], [-0.4, 0.2, 0.0], [-0.3, 0.0, 0.0], [0.8, -0.1, 0.1], [0.2, -0.6, -0.3], [0.1, 0.4, -0.1], [0.3, 0.1, -0.1], [-3.7, -1.7, 0.3], [2.5, 1.1, -1.1], [2.0, -0.9, 0.2], [-0.1, 0.2, -0.3], [0.4, -1.1, 0.9], [0.1, 0.3, 0.0], [-0.5, -0.1, 0.0], [0.0, 0.3, 0.6], [-0.9, -0.2, 0.3], [0.2, -0.2, -0.1], [-0.7, 0.3, -0.7], [0.1, 0.4, 0.1], [0.7, -0.5, 0.4], [0.4, 0.2, -0.3], [0.7, 0.6, 1.2], [-1.3, 0.1, 0.1], [0.6, -0.6, -0.4], [0.1, 0.3, -1.3], [0.8, 1.5, 0.5], [-0.1, -0.1, -0.3], [-0.2, -0.3, 0.0], [0.2, 0.3, 0.2], [0.1, -0.1, -0.4]],
  "mulliken_charge": [-1.418, 0.606, 0.437, 0.052, 0.331, -0.134, -1.428, 0.412, 0.210, 0.297, 0.381, 0.599, -0.728, -0.848, -0.439, -0.705, 0.555, -0.658, -1.011, 0.559, 0.105, 0.211, 0.360, 0.353, 0.319, 0.271, 0.336, 0.092, -1.124, -0.805, 0.467, 0.427, -0.902, 0.537, 0.235, 0.507, 0.374, 0.459, -0.112, 0.120, 0.495, 0.260, 0.488, -1.140, 0.153, -0.362, 0.324, -0.383, -0.790, 0.256, 0.353, 0.407, 1.006, -0.511, -1.256, -0.201, -1.415, 0.402, 0.297, 0.152, 0.359, 0.392, 0.431, 0.080, -0.318, 0.286, 0.061, -0.176, -0.910, -0.178, -0.324, 0.206, 0.459, 0.371, 0.426]
}

***

Record 3
{
  "formula": "C23H40Cl3N4NdO3Si",
  "method": "wB97M-V/def2-TZVPD",
  "gap_ev": [6.045, 6.061],
  "energy_ha": -3576.767082,
  "homo_ev": [-6.11, -6.11],
  "multiplicity": 4,
  "largest_force_ev_per_a": 2.58,
  "symbols": ["C", "C", "H", "H", "H", "C", "C", "H", "H", "H", "H", "Nd", "Cl", "Cl", "H", "H", "C", "C", "N", "H", "C", "O", "H", "H", "H", "H", "H", "H", "C", "C", "N", "H", "C", "O", "H", "H", "H", "H", "O", "C", "C", "C", "H", "C", "H", "C", "H", "C", "C", "H", "H", "H", "Si", "Cl", "C", "C", "C", "H", "H", "H", "H", "H", "H", "H", "H", "H", "N", "C", "C", "C", "N", "H", "H", "H", "H"],
  "xyz": [[-2.0200, -2.5578, -4.2667], [-1.5172, -2.9731, -2.9180], [-2.3292, -3.4597, -4.8081], [-1.2495, -2.0461, -4.8626], [-2.8833, -1.8949, -4.1961], [-0.8763, -4.1365, -2.7513], [-0.3802, -4.9948, -3.8877], [-0.7001, -4.5623, -1.7571], [0.4013, -4.4710, -4.4709], [-1.1872, -5.2783, -4.5864], [0.0294, -5.9364, -3.4908], [1.2068, 1.7799, 1.6596], [-1.4844, 2.1318, 1.7358], [3.3006, 3.2064, 1.1448], [0.9186, 6.9379, 5.0298], [-1.4102, 7.1929, 4.3336], [1.1910, 6.3619, 4.1391], [-1.1501, 6.7449, 3.3662], [-0.0267, 5.8203, 3.5457], [1.8840, 5.5550, 4.3968], [-0.0359, 4.5862, 3.0443], [0.9520, 3.7900, 3.0846], [-2.0196, 6.2098, 2.9710], [-0.9722, 4.2565, 2.5930], [1.6862, 7.0539, 3.4399], [-0.8928, 7.5601, 2.6718], [2.0034, -0.7271, -2.4375], [2.4431, -3.8093, -1.4818], [3.0087, -0.9193, -2.0322], [3.3054, -3.2193, -1.1329], [2.9372, -1.8246, -0.8854], [3.4685, 0.0260, -1.7289], [2.6491, -1.3981, 0.3631], [2.6327, -0.2084, 0.7484], [3.6938, -3.6629, -0.2076], [2.4174, -2.2249, 1.0602], [3.6070, -1.4104, -2.8056], [4.0784, -3.2324, -1.9097], [-1.3388, -0.7197, -1.9618], [-1.8359, -1.9727, -1.7715], [-0.1477, -2.9591, -0.1505], [-1.4226, -2.4569, -0.3734], [0.5741, -2.8918, -0.9699], [0.1356, -3.6354, 1.0515], [-2.9582, -1.9939, -1.7508], [-2.3700, -2.4553, 0.6419], [1.1221, -4.0944, 1.2057], [-0.8729, -3.7551, 2.0284], [-2.1029, -3.1182, 1.8371], [-3.3160, -1.9656, 0.4304], [-0.6891, -4.3365, 2.9392], [-2.8672, -3.1509, 2.6225], [-0.5689, 2.1111, -2.2941], [0.6443, 0.9444, -0.7108], [0.7782, 3.3811, -2.7836], [-1.8273, 3.1606, -1.4052], [-1.1811, 1.1549, -3.7430], [1.4948, 3.5659, -1.9683], [0.2878, 4.3337, -3.0448], [1.3165, 3.0520, -3.6862], [-0.3808, 0.5670, -4.2105], [-1.5349, 1.9006, -4.4818], [-2.0084, 0.4860, -3.4848], [-2.1839, 2.6919, -0.4800], [-2.6728, 3.4063, -2.0651], [-1.3376, 4.1115, -1.1360], [1.2664, -0.8752, 3.9300], [0.5550, -1.7421, 4.6811], [-0.7920, -1.4489, 4.4778], [-0.8221, -0.3940, 3.5580], [0.4469, -0.0164, 3.2236], [2.2754, -0.8052, 3.7995], [1.0081, -2.5008, 5.3124], [-1.6674, -1.9334, 4.8838], [-1.6865, 0.0884, 3.1384]],
  "atomic_forces_ev_per_a": [[0.3, -0.1, -0.3], [0.3, 0.1, 1.0], [0.0, 0.2, -0.1], [-0.2, -0.1, 0.1], [0.1, 0.1, 0.1], [-0.1, -0.2, 0.0], [-0.2, -0.3, -0.2], [0.1, 0.5, -0.4], [-0.3, -0.3, 0.2], [0.3, 0.1, 0.1], [0.0, 0.3, -0.2], [0.0, 0.2, 0.5], [0.2, 0.0, 0.1], [0.3, 0.0, -0.1], [0.1, -0.2, -0.1], [0.0, -0.2, -0.2], [0.1, 0.3, 0.0], [0.1, -0.1, 0.0], [0.3, -0.2, -0.2], [-0.3, 0.2, -0.1], [1.0, -0.5, 0.3], [-1.5, 1.0, 0.0], [0.2, 0.1, 0.1], [-0.1, 0.1, 0.0], [-0.1, -0.3, 0.1], [0.0, -0.3, 0.2], [0.3, -0.1, 0.2], [0.3, 0.1, 0.0], [-0.1, 0.2, -0.1], [-0.5, -0.1, 0.2], [0.1, 0.4, 0.8], [-0.1, -0.1, -0.1], [0.3, 0.2, -0.4], [-0.2, -0.9, 0.1], [-0.1, 0.0, -0.3], [0.3, 0.3, -0.1], [0.0, 0.2, 0.2], [-0.1, -0.1, 0.3], [0.1, -0.6, -0.4], [-0.2, 0.3, 0.5], [0.3, -0.4, 0.8], [-0.3, -0.3, -1.0], [-0.3, 0.0, 0.5], [-0.4, 0.3, -0.1], [0.0, 0.1, 0.1], [0.3, -0.3, 0.2], [-0.4, 0.1, 0.0], [0.4, 0.1, -0.1], [0.0, 0.0, 0.2], [0.0, -0.2, 0.2], [0.0, 0.3, -0.3], [0.3, -0.1, -0.3], [0.5, 0.5, 0.3], [-1.2, 0.5, -2.2], [-0.1, -0.5, -0.2], [-0.1, 0.0, 0.3], [-0.1, 0.2, -0.7], [-0.2, 0.0, -0.3], [0.1, -0.3, 0.1], [0.0, 0.1, 0.4], [-0.2, 0.1, 0.1], [0.3, 0.0, 0.2], [0.4, 0.2, 0.1], [-0.1, 0.2, -0.5], [0.2, -0.2, 0.1], [-0.1, -0.3, 0.0], [-0.5, 0.5, -0.4], [-0.7, 0.3, -0.1], [0.6, 0.1, -0.2], [1.7, -0.1, 0.2], [-0.7, -1.3, 1.1], [-0.6, -0.2, 0.1], [0.0, 0.3, -0.3], [0.3, -0.1, 0.1], [0.2, 0.2, -0.1]],
  "lowdin_spin": [0.000, 0.000, 0.000, 0.000, 0.000, 0.000, 0.000, 0.000, 0.000, 0.000, 0.000, 3.027, -0.005, -0.007, 0.000, 0.000, 0.000, 0.000, 0.000, 0.000, 0.000, -0.003, 0.000, 0.000, 0.000, 0.000, 0.000, 0.000, 0.000, 0.000, 0.000, 0.000, 0.000, -0.002, 0.000, 0.000, 0.000, 0.000, 0.000, 0.000, 0.000, 0.000, 0.000, 0.000, 0.000, 0.000, 0.000, 0.000, 0.000, 0.000, 0.000, 0.000, 0.000, -0.006, 0.000, 0.000, 0.000, 0.000, 0.000, 0.000, 0.000, 0.000, 0.000, 0.000, 0.000, 0.000, 0.000, 0.001, 0.000, 0.001, -0.005, 0.000, 0.000, 0.000, 0.000]
}